C49H45AsAuN3O2P as an isolated structure. Source: the OMol25 dataset; level of theory: ωB97M-V with the def2-TZVPD basis set.

Charge: +1
Spin multiplicity: 3
HOMO level (alpha / beta) (eV): -10.23 / -10.23
Energy above the lowest of the compared OMol25 structures with the same formula, charge and spin (kcal per mole): 49.7
E_LUMO (alpha / beta) (eV): -2.881 / -5.253
Gap between HOMO and LUMO (alpha / beta) (eV): 7.352 / 4.980

Positions of all 102 atoms, in Å:
Au 0.10214 -1.25703 0.16958
C -3.22802 -0.57385 -1.95686
C -4.10247 -1.74254 -1.73541
C -5.36730 -1.81912 -2.29902
C -6.25593 -2.89818 -2.12231
C -5.80466 -3.97777 -1.36875
C -4.58823 -3.94651 -0.73346
C -4.09933 -5.16631 -0.04282
C -3.74257 -2.77080 -0.78459
N -2.53521 -2.62340 -0.13181
C -2.65977 -2.85160 1.23720
O -3.68996 -2.97005 1.89076
C -1.37587 -3.00661 1.95784
C -1.45348 -3.63590 3.21542
C -0.34057 -4.14341 3.86276
C 0.92870 -3.96124 3.28082
C 0.97373 -3.34016 1.99924
N -0.15378 -2.83561 1.39505
C 2.33773 -3.41671 1.30605
O 3.24045 -3.55112 2.18514
N 2.35884 -3.34382 -0.02810
C 3.23787 -4.08302 -0.79970
C 2.72766 -4.84944 -1.88273
C 1.21909 -5.05649 -2.11500
C 3.66959 -5.49109 -2.75938
C 4.99154 -5.48714 -2.48104
C 5.53926 -4.73774 -1.41895
C 4.65562 -4.00901 -0.58830
C 5.21038 -3.12797 0.47728
H -3.54691 0.29027 -1.39712
H -3.26001 -0.32206 -3.04397
H -2.24829 -0.84132 -1.58362
H -5.70785 -0.96595 -2.88901
H -7.23401 -2.84190 -2.47015
H -6.47432 -4.80476 -1.17616
H -4.49179 -5.95766 -0.64165
H -4.49148 -5.28499 0.94696
H -2.99364 -5.17495 0.08450
H -2.47125 -3.72709 3.60301
H -0.43563 -4.76929 4.74730
H 1.87734 -4.29209 3.65938
H 0.93059 -6.11038 -1.98440
H 0.89455 -4.76080 -3.13385
H 0.68921 -4.54993 -1.33759
H 3.19228 -6.07984 -3.58468
H 5.71201 -6.01628 -3.13245
H 6.59973 -4.85762 -1.26340
H 6.30260 -3.10777 0.48332
H 4.74935 -3.39690 1.49201
H 4.83535 -2.09337 0.36913
C -0.16903 2.05323 -1.11243
C 0.28484 3.50223 -1.10661
As -1.33123 4.66901 -1.71887
C -2.74446 4.25000 -0.40428
C -2.60977 4.23564 0.97347
C -3.55487 3.64192 1.80564
C -4.80628 3.31457 1.31314
C -5.05821 3.46992 -0.08521
C -4.05359 3.94734 -0.93478
C -0.71173 6.32986 -0.86367
C 0.63471 6.57250 -1.03050
C 1.29799 7.57346 -0.28921
C 0.52463 8.38523 0.61017
C -0.85329 8.26607 0.64660
C -1.46229 7.21497 -0.09207
P 0.94629 0.90609 -0.26332
C 2.61912 1.12054 -0.90946
C 3.13824 0.07398 -1.72938
C 4.42173 0.14890 -2.29535
C 5.17347 1.35086 -2.13310
C 4.66470 2.36687 -1.30812
C 3.42781 2.24274 -0.64240
C 1.00105 1.37832 1.43187
C 2.21258 1.01472 2.13122
C 2.46535 1.43689 3.43672
C 1.55987 2.33966 4.02306
C 0.36832 2.68650 3.35914
C 0.05873 2.16399 2.08298
H -0.37417 1.68327 -2.13891
H -1.12328 1.99005 -0.51303
H 1.11715 3.83660 -1.73467
H 0.39000 3.81685 -0.07749
H -1.68521 4.59745 1.45488
H -3.32779 3.49790 2.85602
H -5.53784 2.86003 1.94438
H -6.01922 3.17355 -0.47942
H -4.22007 3.96906 -2.01004
H 1.20476 5.92613 -1.65727
H 2.38341 7.68554 -0.43007
H 0.98719 9.07911 1.32099
H -1.41900 8.88739 1.30382
H -2.52580 7.04858 -0.05781
H 2.56787 -0.87661 -1.74841
H 4.78513 -0.72921 -2.83925
H 6.07875 1.38005 -2.70259
H 5.23248 3.24477 -1.06764
H 3.12828 2.94866 0.09301
H 2.90137 0.26906 1.68897
H 3.33483 1.07884 3.91420
H 1.70205 2.69968 5.05280
H -0.34387 3.37317 3.81722
H -0.90499 2.24243 1.63852

C23H32BN7OSW as an isolated structure. Source: the OMol25 dataset; level of theory: ωB97M-V with the def2-TZVPD basis set.

Charge: +1
Spin multiplicity: 2
HOMO level (alpha / beta) (eV): -10.03 / -9.76
E_LUMO (alpha / beta) (eV): -3.640 / -3.334
Gap between HOMO and LUMO (alpha / beta) (eV): 6.395 / 6.423

Positions of all 66 atoms, in Å:
W 0.17038 -0.20898 -0.20967
C 2.89158 -0.28258 0.60433
C 3.41388 -0.90278 -0.70147
C 4.92768 -0.69418 -0.76097
C 2.72378 -0.29478 -1.88997
C 3.20858 0.04722 -3.15427
C 2.14558 0.65212 -3.80197
N 1.09718 0.64702 -2.97067
N 1.43318 0.06032 -1.82337
B -0.25372 1.36372 -2.94277
N -1.35012 0.32712 -2.67087
C -2.31622 0.00352 -3.53937
C -3.25332 -0.75318 -2.88087
C -2.79762 -0.85588 -1.56277
N -1.61642 -0.21888 -1.45627
C -3.63982 -1.47488 -0.48537
C -4.96502 -0.70298 -0.39587
C -2.95912 -1.53088 0.87083
N -0.18572 2.33342 -1.75077
C -0.14752 3.66522 -1.86987
C 0.05218 4.20782 -0.62307
C 0.12138 3.11622 0.24923
N -0.01782 1.98052 -0.45227
C 0.22688 3.25622 1.73803
C -1.14002 3.69102 2.28133
C 0.69508 1.99122 2.44273
H 3.22188 0.75462 0.66843
H 1.76718 -0.30278 0.68023
H 3.29688 -0.82138 1.46233
H 3.20838 -1.98458 -0.69507
H 5.16598 0.35372 -0.93617
H 5.38088 -0.99988 0.17973
H 5.36738 -1.29178 -1.55147
H 4.18948 -0.11678 -3.54667
H 2.08208 1.08472 -4.77977
H -0.45822 1.95072 -3.94147
H -2.28062 0.32682 -4.55757
H -4.15042 -1.16878 -3.28777
H -3.87792 -2.49478 -0.80807
H -4.78962 0.35762 -0.23367
H -5.54012 -0.81348 -1.30967
H -5.56192 -1.08518 0.42973
H -2.59992 -0.53908 1.16063
H -3.66152 -1.88038 1.62363
H -2.13752 -2.24438 0.83663
H -0.27192 4.13582 -2.82307
H 0.15848 5.23892 -0.36347
H 0.93848 4.06512 1.94153
H -1.88862 2.92972 2.07263
H -1.08072 3.83812 3.35633
H -1.45322 4.62582 1.82453
H -0.01262 1.18022 2.25033
H 1.69838 1.71702 2.11873
H 0.73058 2.16642 3.51563
O -0.35452 -0.81968 1.83863
N 0.00068 -2.01768 2.27303
C -0.08752 -2.25858 3.59653
C 0.24388 -3.47628 4.12573
C 0.70038 -4.49088 3.27963
C 0.79608 -4.23078 1.93153
C 0.43368 -2.98368 1.41353
S 0.52808 -2.64798 -0.26797
H -0.42672 -1.41998 4.18603
H 0.14148 -3.63178 5.18683
H 0.96318 -5.45968 3.67523
H 1.15548 -4.96808 1.22983

A 8-piece molecular cluster, C52H116N4O12 overall. Source: the OMol25 dataset; level of theory: ωB97M-V with the def2-TZVPD basis set.

HOMO level (eV): -7.58
Energy above the lowest of the compared OMol25 structures with the same formula, charge and spin (kcal per mole): 55.2
SMILES string: CC1(C)CCCC(C)(C)N1O.CC1(C)CCCC(C)(C)N1O.CC1(C)CCCC(C)(C)N1O.CC1(C)CCCC(C)(C)N1O.COCCOC.COCCOC.COCCOC.COCCOC
E_LUMO (eV): 0.488
Gap between HOMO and LUMO (eV): 8.069

Positions of all 184 atoms, in Å:
C -21.02131 23.89929 17.29175
C -20.19987 22.60068 17.42293
C -18.71617 22.86163 16.97493
C -20.20522 22.15739 18.83607
C -21.49148 21.37397 19.22764
C -21.72636 20.25294 18.35725
C -21.91091 20.66347 16.93026
C -21.81205 19.31419 16.07935
C -23.30646 21.27669 16.67109
N -20.84302 21.56760 16.52021
O -20.70499 21.75770 15.13477
H -22.04619 23.79476 17.64783
H -20.54829 24.81869 17.63679
H -20.98796 24.19833 16.24410
H -18.10111 23.38023 17.71036
H -18.28546 21.88863 16.73857
H -18.80384 23.43164 16.05000
H -19.28847 21.63812 19.11542
H -20.18076 23.09891 19.38475
H -21.45011 21.05698 20.26971
H -22.32184 22.07186 19.33520
H -22.57645 19.65642 18.68832
H -20.86643 19.58560 18.41464
H -20.89650 18.77378 16.31983
H -21.98531 19.48356 15.01662
H -22.65627 18.69787 16.38846
H -23.40101 22.07033 17.41224
H -24.20482 20.66632 16.76327
H -23.34215 21.70608 15.66986
H -20.09438 21.10088 14.79222
C -14.70448 25.92353 11.30136
C -15.51254 25.11494 12.36210
C -15.68922 26.07265 13.60698
C -16.89557 24.82107 11.65355
C -17.73221 23.78717 12.46729
C -16.88853 22.50358 12.71086
C -15.49053 22.74260 13.32250
C -15.79258 23.00258 14.83973
C -14.70699 21.39053 13.08632
N -14.75215 23.90070 12.63738
O -13.40019 24.03017 12.90822
H -14.34182 25.31175 10.47535
H -15.35353 26.63331 10.78847
H -13.85056 26.47702 11.69196
H -16.47407 25.71426 14.27306
H -14.81671 25.97991 14.25368
H -15.77220 27.12379 13.33074
H -17.51322 25.71821 11.61176
H -16.74681 24.48676 10.62680
H -18.15439 24.17560 13.39411
H -18.57623 23.47955 11.84994
H -16.84165 21.89199 11.80983
H -17.53129 21.93393 13.38203
H -14.94904 23.55726 15.25066
H -15.85328 22.10963 15.46187
H -16.74370 23.52270 14.95349
H -13.75261 21.34686 13.61106
H -14.42296 21.36957 12.03419
H -15.26794 20.46918 13.24294
H -13.02607 23.74696 12.07070
C -25.36621 29.04500 15.36670
C -25.75877 27.60072 15.04765
C -26.65445 27.08653 16.21952
C -26.55297 27.64203 13.74459
C -26.86833 26.25947 13.22681
C -25.59709 25.52333 12.99038
C -24.62096 25.42264 14.23019
C -25.04294 24.28625 15.18280
C -23.26533 25.07492 13.73890
N -24.53021 26.76652 14.88293
O -23.77135 26.73379 16.01546
H -26.24079 29.69524 15.38703
H -24.89692 29.13577 16.34631
H -24.65645 29.49157 14.67034
H -26.12739 27.01405 17.17086
H -27.57573 27.66646 16.27462
H -27.05052 26.08723 16.03888
H -27.44976 28.24689 13.87881
H -26.06062 28.17609 12.93190
H -27.54064 25.76318 13.92667
H -27.40765 26.36859 12.28589
H -25.09810 26.01649 12.15617
H -25.68005 24.50178 12.61936
H -24.51235 24.21302 16.13211
H -24.66872 23.36696 14.73228
H -26.12316 24.24966 15.32386
H -22.67545 25.86102 13.26753
H -23.40529 24.30005 12.98519
H -22.63693 24.57758 14.47772
H -23.14916 27.43556 15.81051
C -13.53492 21.05242 21.38355
C -13.63840 20.10147 20.14654
C -12.43450 20.46444 19.23683
C -13.46776 18.60821 20.64901
C -13.98283 17.50519 19.70238
C -15.42838 17.90285 19.29734
C -15.54125 19.25943 18.51769
C -14.84060 19.23424 17.09427
C -17.05112 19.54022 18.26164
N -14.95432 20.28201 19.45428
O -15.17749 21.58679 19.05292
H -12.61630 21.02091 21.96943
H -13.73266 22.07459 21.06079
H -14.36434 20.85857 22.06368
H -11.57382 20.75913 19.83724
H -12.10445 19.64503 18.59829
H -12.56202 21.34982 18.61398
H -12.39605 18.46526 20.78718
H -13.97787 18.53402 21.60942
H -13.32346 17.47659 18.83490
H -14.08128 16.52709 20.17327
H -16.15043 17.83955 20.11144
H -15.74271 17.14494 18.57981
H -13.79093 18.95704 17.19145
H -14.92589 20.22584 16.64979
H -15.34753 18.57667 16.38806
H -17.51188 18.85383 17.55124
H -17.19840 20.52921 17.82769
H -17.71130 19.49027 19.12753
H -15.71266 21.97055 19.75145
C -17.83142 15.84224 14.50275
O -17.31814 17.13022 14.55535
C -18.42759 18.03403 14.49081
C -17.95491 19.48919 14.12200
O -19.06906 20.30885 13.65286
C -19.59517 20.02058 12.35861
H -17.03703 15.12419 14.70637
H -18.25222 15.53007 13.54693
H -18.55827 15.65339 15.29277
H -18.99815 18.11603 15.41592
H -19.19836 17.77576 13.76465
H -17.27604 19.52564 13.26999
H -17.44583 19.99602 14.94180
H -20.22890 19.13378 12.35047
H -18.72253 19.96432 11.70788
H -20.26404 20.82877 12.06273
C -20.64855 31.89577 14.05879
O -20.71825 30.54732 14.45568
C -19.69123 30.11306 15.44579
C -19.98620 28.59064 15.64119
O -19.51765 27.91874 14.42230
C -19.75699 26.53357 14.39171
H -20.74809 32.49185 14.96592
H -21.53566 32.09872 13.45884
H -19.70379 32.14928 13.57789
H -19.99482 30.56494 16.39011
H -18.67563 30.39997 15.17314
H -20.98484 28.28185 15.95017
H -19.44366 28.20569 16.50464
H -19.12574 26.01648 15.11438
H -19.60130 26.05720 13.42375
H -20.75580 26.26395 14.73490
C -17.28753 22.14290 22.02474
O -17.38027 23.08144 20.90111
C -18.02644 24.28794 21.16888
C -17.50301 25.41997 20.29787
O -16.22691 25.78385 20.66767
C -15.16801 24.86388 20.32885
H -18.31769 21.91890 22.30166
H -16.69266 22.51687 22.85803
H -16.81107 21.20245 21.74790
H -17.84756 24.59271 22.20000
H -19.10118 24.14967 21.05089
H -18.12785 26.25184 20.62291
H -17.53411 25.25108 19.22148
H -15.15982 24.66431 19.25730
H -15.24593 23.93781 20.89843
H -14.28857 25.46591 20.55742
C -28.58499 18.01223 17.24751
O -29.07697 17.75026 18.54537
C -28.26263 16.79325 19.24809
C -26.86741 17.15230 19.41891
O -26.12244 16.94473 18.25725
C -24.71547 17.11492 18.43923
H -28.37582 17.10471 16.68116
H -27.72964 18.68108 17.34305
H -29.34589 18.54150 16.67393
H -28.39829 15.85926 18.70278
H -28.58674 16.52255 20.25296
H -26.44045 16.49383 20.17536
H -26.74882 18.19382 19.71772
H -24.55241 18.10190 18.87211
H -24.25412 16.93332 17.46852
H -24.27682 16.36513 19.09764

no.,E (a.u.)
1,-4921.42204
2,-1844.12611
3,-3172.32383